Entry A
Computed, not measured: a 2-piece molecular cluster, C5H11NO2 overall, with ωB97M-V/def2-TZVPD.

SMILES	C[N+](=O)[O-].C=C(C)C
2S+1	1
LUMO level	0.171	eV
HOMO energy	-8.78	eV

```
19
Properties=species:S:1:pos:R:3:mulliken_charge:R:1
C 2.17268 1.61355 0.26596 -0.745
N 0.79633 1.74336 -0.20817 0.930
O 0.42732 1.13040 -1.21852 -0.485
O 0.06453 2.48651 0.37456 -0.542
H 2.26810 1.08654 1.35066 0.246
H 2.77895 1.14537 -0.56180 0.311
H 2.72754 2.58083 0.33572 0.303
C 0.43653 -1.46160 -0.52471 -0.748
C -0.79872 -1.12158 -0.11315 0.680
C -1.95231 -0.95814 -1.06722 -1.205
C -1.11569 -0.70236 1.30973 -1.235
H 1.29944 -1.55495 0.14104 0.344
H 0.79534 -1.49995 -1.61458 0.210
H -2.47428 -0.09004 -0.64232 0.273
H -2.47846 -1.86893 -0.95625 0.385
H -1.53855 -0.76504 -2.01153 0.354
H -0.19988 -0.76540 2.00128 0.252
H -1.76427 -1.29725 1.94266 0.352
H -1.44460 0.29869 1.19665 0.319
```

---

Entry B
Computed, not measured: a single C5H11NO2 molecule, with ωB97M-V/def2-TZVPD.

SMILES	C[C@@H](O)[C@@H](C)NC=O
2S+1	1
LUMO level	0.604	eV
HOMO energy	-9.64	eV

```
19
Properties=species:S:1:pos:R:3:mulliken_charge:R:1
C -1.83669 1.06562 -0.62901 -1.307
C -0.73585 0.87630 0.41975 -0.081
O -1.27898 0.10555 1.49734 -0.579
C 0.50976 0.20919 -0.13561 0.287
C 1.61313 0.09994 0.91819 -1.502
N 0.12572 -1.09918 -0.65028 -0.114
C 0.95937 -1.97626 -1.25688 0.031
O 0.76720 -3.16941 -1.32468 -0.571
H -2.58342 0.28534 -0.51768 0.336
H -1.44334 1.04611 -1.64783 0.327
H -2.29660 2.05504 -0.52557 0.346
H -0.44068 1.86190 0.80327 0.510
H -1.01538 0.50192 2.32915 0.327
H 0.83767 0.88011 -0.93568 0.228
H 1.82294 1.07829 1.36477 0.391
H 1.27178 -0.55120 1.72902 0.377
H 2.54268 -0.22037 0.46275 0.387
H -0.65208 -1.50936 -0.14818 0.237
H 1.83276 -1.53954 -1.75285 0.371
```

---

Least stable = entry A

---

Entry A
Computed, not measured: a 2-piece molecular cluster, C5H11NO2 overall, with ωB97M-V/def2-TZVPD.

2S+1	1
LUMO level	0.689	eV
HOMO energy	-6.97	eV

```
19
Properties=species:S:1:pos:R:3:mulliken_charge:R:1
C 0.94035 -0.55679 -0.05055 0.797
C 1.57772 -1.49544 0.92385 -1.327
C 1.83717 0.44166 -0.71498 -1.542
C -0.40192 -0.56612 -0.23486 0.022
C -1.45070 1.08888 0.39788 -0.266
N -2.72023 0.92587 -0.02596 -0.275
O -1.17987 -1.58567 0.26570 -0.501
O -0.88491 2.16959 -0.22846 -0.428
H -2.10370 -1.34793 0.12422 0.350
H -0.00891 2.30916 0.14866 0.418
H -0.61890 -0.22658 -1.25689 0.275
H -3.08211 1.44159 -0.82758 0.178
H -3.38661 0.53223 0.61751 0.296
H 2.18174 -0.95257 1.65254 0.322
H 0.82170 -2.06890 1.45298 0.317
H 2.23474 -2.19041 0.39706 0.300
H 2.64250 -0.06559 -1.24915 0.395
H 1.29431 1.06117 -1.42474 0.355
H 2.30763 1.08586 0.03277 0.312
```

---

Entry B
Computed, not measured: a 2-piece molecular cluster, C5H11NO2 overall, with ωB97M-V/def2-TZVPD.

SMILES	CC(C)=O.CNC=O
2S+1	1
LUMO level	0.673	eV
HOMO energy	-9.35	eV

```
19
Properties=species:S:1:pos:R:3:mulliken_charge:R:1
C 0.77027 0.42777 -1.46030 -1.266
C 1.15146 -0.14981 0.12992 0.978
C 2.15025 0.79674 0.75617 -1.265
O 1.20060 -1.32424 0.41154 -0.554
H 0.47899 1.47053 -1.58490 0.378
H 0.10792 -0.29482 -1.92981 0.310
H 1.76406 0.39098 -1.90324 0.436
H 1.87380 1.84073 0.63082 0.320
H 2.27848 0.56517 1.81412 0.357
H 3.11465 0.62774 0.27977 0.349
C -1.84572 -1.56864 0.29416 -0.954
N -1.12090 -0.34444 0.61960 -0.220
C -1.56912 0.86505 0.01506 -0.092
O -2.56959 0.94337 -0.65785 -0.535
H -2.90534 -1.34263 0.19740 0.354
H -1.48585 -1.97399 -0.64997 0.253
H -1.67741 -2.31605 1.06819 0.319
H -0.67372 -0.34829 1.53105 0.402
H -1.04286 1.73481 0.43830 0.428
```

---

Entry C
Computed, not measured: a single C5H11NO2 molecule, with ωB97M-V/def2-TZVPD.

SMILES	C[C@H](O)CN(C)C=O
2S+1	1
LUMO level	0.741	eV
HOMO energy	-9.44	eV

```
19
Properties=species:S:1:pos:R:3:mulliken_charge:R:1
C 1.94612 1.46923 -0.39834 -1.545
C 0.47100 1.12646 -0.27898 0.567
O -0.28225 2.25863 -0.06313 -0.638
C 0.18694 0.03506 0.80166 -0.892
N -0.82776 -0.90787 0.34023 0.156
C -0.44874 -2.29951 0.27940 -0.902
C -1.83916 -0.42667 -0.42097 0.069
O -2.31593 0.70921 -0.32007 -0.650
H 2.53491 0.59948 -0.68436 0.392
H 2.07555 2.26697 -1.12552 0.372
H 2.30721 1.83425 0.56165 0.355
H 0.05580 0.61556 -1.23135 0.233
H -1.26911 1.91969 -0.13042 0.462
H 1.09490 -0.52565 1.02244 0.469
H -0.18091 0.55253 1.69340 0.238
H -0.21479 -2.66145 1.28141 0.311
H -1.26889 -2.89245 -0.12171 0.326
H 0.43075 -2.44116 -0.35318 0.348
H -2.45564 -1.23231 -0.85217 0.329
```

---

Least stable = entry A

---

Entry A
Computed, not measured: a single C5H11NO2 molecule, with ωB97M-V/def2-TZVPD.

SMILES	CC(C)[C@H](N)C(=O)O
2S+1	1
LUMO level	0.777	eV
HOMO energy	-9.56	eV

```
19
Properties=species:S:1:pos:R:3:mulliken_charge:R:1
C 1.69519 -0.85936 -0.46300 -1.335
C 0.60210 0.27421 -0.50151 0.491
C 1.09987 1.58391 0.11980 -1.566
C -0.73546 -0.20750 0.45137 0.313
N -0.66894 -1.57462 0.87341 -0.769
C -2.01681 0.04078 -0.16526 0.286
O -2.62568 -0.80233 -0.87411 -0.649
O -2.64510 1.09562 0.22577 -0.444
H 1.67424 -1.61871 -1.22659 0.366
H 1.51656 -1.43540 0.46373 0.204
H 2.66837 -0.42256 -0.55155 0.393
H 0.38210 0.38747 -1.57316 0.340
H 0.29557 2.31430 0.22104 0.388
H 1.88029 2.07901 -0.51288 0.397
H 1.60690 1.45009 1.07088 0.390
H -0.71392 0.45333 1.38435 0.239
H -0.72344 -2.09888 0.04551 0.279
H 0.27063 -1.79050 1.22313 0.311
H -3.56248 1.13112 -0.21095 0.367
```

---

Entry B
Computed, not measured: a 2-piece molecular cluster, C5H11NO2 overall, with ωB97M-V/def2-TZVPD.

SMILES	O=C[C@@H]1CCCN1.O
2S+1	1
LUMO level	0.601	eV
HOMO energy	-9.27	eV

```
19
Properties=species:S:1:pos:R:3:mulliken_charge:R:1
O -2.05553 1.39125 -1.39207 -0.451
C -1.79135 1.14702 -0.25400 -0.147
C -0.33466 0.59237 0.05100 0.434
C -0.06409 -0.79501 -0.27271 -0.733
C 0.63265 -1.46888 1.04590 -0.685
C 0.07619 -0.42592 2.15998 -0.593
N -0.07547 0.87434 1.48936 -0.488
H -2.45767 1.09010 0.71965 0.264
H 0.34095 1.32367 -0.50334 0.254
H -0.95148 -1.42051 -0.37478 0.315
H 0.36723 -0.92321 -1.27560 0.238
H 0.38128 -2.55118 1.32497 0.312
H 1.64226 -1.53647 0.92840 0.348
H 0.71987 -0.55085 3.05887 0.331
H -0.81068 -0.73747 2.64906 0.301
H 0.75780 1.33577 1.58748 0.295
O 1.13383 0.88919 -3.99902 -0.661
H 0.64410 0.26742 -3.47669 0.334
H 1.84476 1.49836 -3.46645 0.333
```

---

Entry C
Computed, not measured: a single C5H11NO2 molecule, with ωB97M-V/def2-TZVPD.

SMILES	CC(C)CNC(=O)O
2S+1	1
LUMO level	0.835	eV
HOMO energy	-9.76	eV

```
19
Properties=species:S:1:pos:R:3:mulliken_charge:R:1
C -1.05356 1.93454 2.20610 -1.631
C -0.61941 1.53532 0.78462 0.822
C -1.87826 1.31425 -0.07512 -1.280
C 0.28550 0.31843 0.73956 -0.951
N 0.53157 -0.13932 -0.64421 -0.112
C 0.84531 -1.43958 -0.89442 0.510
O 0.43989 -2.38919 -0.26677 -0.583
O 1.68669 -1.57005 -1.96854 -0.478
H -1.60709 2.86030 2.06718 0.416
H -0.20914 2.19768 2.86328 0.403
H -1.55605 1.18453 2.80765 0.352
H -0.09678 2.39933 0.37703 0.223
H -2.80872 1.70135 0.33014 0.415
H -2.09949 0.27899 -0.33541 0.291
H -1.81314 1.84588 -1.03504 0.312
H 1.26054 0.62427 1.10837 0.312
H -0.15564 -0.55643 1.21417 0.383
H 0.63340 0.54552 -1.36029 0.248
H 1.65134 -2.49081 -2.16243 0.347
```

---

Least stable = entry B

---

Entry A
Computed, not measured: C5H11NO2 as an isolated structure, with ωB97M-V/def2-TZVPD.

2S+1	1
LUMO level	0.037	eV
HOMO energy	-9.59	eV

```
19
Properties=species:S:1:pos:R:3:mulliken_charge:R:1
C 0.38206 1.76053 0.18445 -0.885
C 1.07432 0.48706 -0.19276 -0.230
C 0.14378 -0.70928 -0.19005 1.364
C -1.35704 -0.30084 -0.67173 -0.968
C 1.00424 -1.86980 -0.30322 -1.013
H -0.71353 1.79753 -0.00189 0.378
H 0.52884 1.82122 1.37029 0.243
H 0.88906 2.79623 -0.52401 0.190
H 1.46773 0.49504 -1.33644 0.218
H 1.99388 0.20669 1.39010 0.390
H -1.44288 0.72469 -1.19900 0.417
H -1.68837 -1.29947 -1.26831 0.254
H -2.95944 0.80993 0.15129 0.286
H -2.47617 -1.29672 1.29735 0.284
H 2.06622 -1.83643 -0.41022 0.340
H 0.29307 -2.54068 -0.53639 0.398
N -1.98857 0.03985 0.83746 -0.529
O 2.30566 0.27050 0.36236 -0.561
O 0.47712 -1.35608 1.04072 -0.576
```

---

Entry B
Computed, not measured: a 2-piece molecular cluster, C5H11NO2 overall, with ωB97M-V/def2-TZVPD.

SMILES	O=CN1CCCC1.O
2S+1	1
LUMO level	0.861	eV
HOMO energy	-10.21	eV

```
19
Properties=species:S:1:pos:R:3:mulliken_charge:R:1
O 1.24614 -0.23481 -0.81484 -0.576
C 0.93725 0.19573 0.26856 0.176
N -0.29129 0.81155 0.58372 -0.209
C -1.07752 1.17898 -0.60915 -0.634
C -2.45541 0.61679 -0.30457 -0.550
C -2.17616 -0.76560 0.25584 -0.601
C -0.82639 -0.60004 0.99758 -0.537
H 1.61211 0.07275 1.12857 0.371
H -0.71430 0.77481 -1.55190 0.297
H -1.09200 2.26417 -0.66992 0.354
H -2.91314 1.23404 0.47008 0.282
H -3.15006 0.62062 -1.14453 0.361
H -2.96750 -0.99923 0.96614 0.272
H -2.10276 -1.58779 -0.45236 0.326
H -1.06694 -0.55468 2.06151 0.346
H -0.27620 -1.52232 0.86167 0.316
O 3.89795 -0.85936 -0.25101 -0.654
H 3.00396 -0.52132 -0.06922 0.357
H 4.18306 -0.20241 -0.89813 0.302
```

---

Least stable = entry A